DFT (ωB97M-V/def2-TZVPD) results for a molecular structure, C22H22F6N15O8S3Se2Sr.

Element x y z (Å)
Sr  -0.197  -0.143  -2.091
F  -4.637  2.856  -0.916
C  -3.532  3.134  -0.241
F  -3.803  3.070  1.061
F  -3.131  4.365  -0.531
S  -2.183  1.905  -0.633
O  -2.826  0.732  -1.166
O  -1.433  1.775  0.584
N  -1.234  2.558  -1.716
S  -1.736  2.680  -3.226
O  -3.088  3.125  -3.375
O  -1.291  1.541  -3.998
C  -0.646  4.065  -3.762
F  -0.937  5.167  -3.074
F  -0.867  4.294  -5.054
F  0.625  3.755  -3.580
Se  -4.854  -2.015  -0.939
Se  -3.369  -3.681  -0.449
C  -2.197  -2.800  0.798
C  -1.350  -3.639  1.527
C  -0.612  -3.088  2.551
C  -0.738  -1.726  2.812
C  -1.546  -0.974  1.984
N  -2.259  -1.495  0.979
C  -4.141  -1.419  -2.631
C  -4.873  -0.464  -3.332
C  -4.376  -0.039  -4.548
C  -3.204  -0.603  -5.033
C  -2.565  -1.557  -4.262
N  -3.014  -1.939  -3.062
H  -1.289  -4.693  1.291
H  0.047  -3.709  3.144
H  -0.205  -1.259  3.631
H  -1.642  0.100  2.113
H  -5.787  -0.054  -2.923
H  -4.895  0.726  -5.111
H  -2.785  -0.302  -5.983
H  -1.660  -2.052  -4.607
N  1.913  -2.384  -4.526
C  2.282  -1.062  -4.369
N  2.974  -0.381  -5.271
N  3.124  0.839  -4.719
N  2.563  0.879  -3.559
N  2.015  -0.334  -3.288
C  0.961  -3.040  -3.764
N  0.465  -4.213  -4.125
N  -0.363  -4.549  -3.113
N  -0.372  -3.630  -2.216
N  0.472  -2.628  -2.588
H  2.078  -2.781  -5.435
C  2.013  2.119  7.771
C  1.688  1.248  6.565
S  2.959  1.433  5.332
O  4.198  0.931  5.867
O  2.901  2.781  4.820
C  2.423  0.340  4.032
C  3.382  0.440  2.849
N  2.769  -0.128  1.656
C  2.023  0.562  0.763
N  1.562  -0.234  -0.189
C  2.043  -1.483  0.055
C  2.783  -1.439  1.198
N  3.318  -2.540  1.919
O  3.695  -2.347  3.072
O  3.347  -3.613  1.356
C  1.760  2.024  0.816
H  1.236  2.001  8.525
H  2.061  3.169  7.484
H  2.969  1.833  8.206
H  0.750  1.537  6.091
H  1.654  0.188  6.822
H  1.422  0.665  3.741
H  2.393  -0.675  4.426
H  4.309  -0.079  3.063
H  3.607  1.484  2.641
H  1.808  -2.324  -0.580
H  2.564  2.574  1.299
H  0.827  2.230  1.341
H  1.654  2.390  -0.204

Results
Net charge: -1
E_LUMO in eV: 1.17
Relative energy (zero: lowest compared OMol25 entry of this formula, charge and spin) in kcal per mole: 23.67
Frontier orbital gap in eV: 6.283
E_HOMO in eV: -5.11

Mulliken charges, unit e, in atom order: 1.77 -0.18 0.32 -0.21 -0.21 1.01 -0.19 -0.67 -0.52 1.31 -0.68 -0.64 0.45 -0.22 -0.20 -0.18 -0.11 0.00 0.47 -0.69 -0.56 -0.43 -0.51 -0.03 0.43 -0.69 -0.32 -0.66 -0.41 0.00 0.36 0.41 0.47 0.53 0.36 0.41 0.41 0.46 -0.13 0.51 -0.61 -0.65 -0.45 0.18 0.47 -0.63 -0.69 -0.21 0.15 0.26 -1.30 -0.44 1.32 -0.70 -0.69 -0.14 -1.77 0.47 0.19 0.94 -1.12 -0.39 1.12 -0.67 -0.64 -1.45 0.38 0.35 0.35 0.38 0.40 0.25 0.52 0.31 0.58 0.75 0.50 0.16 0.26

=====

DFT (ωB97M-V/def2-TZVPD) results for a molecular structure, C22H22GaNPS6Sb.

Element x y z (Å)
Ga  0.182  -0.320  -3.535
N  -1.796  -1.949  -0.599
C  -1.247  -2.552  0.547
C  -1.829  -3.785  0.977
C  -1.261  -4.476  2.020
C  -0.229  -3.907  2.773
C  0.176  -2.598  2.489
C  -0.298  -1.839  1.401
P  0.531  -0.371  0.773
C  -0.357  1.144  1.326
C  -1.604  1.105  1.928
C  -2.335  2.298  2.117
C  -1.740  3.526  1.861
C  -0.470  3.520  1.327
C  0.226  2.372  1.059
C  1.941  -0.377  1.828
C  2.060  0.147  3.101
C  3.226  -0.038  3.847
C  4.222  -0.796  3.363
C  4.084  -1.388  2.100
C  3.013  -1.132  1.263
H  -1.292  -1.139  -0.851
H  -1.988  -2.541  -1.385
H  -2.569  -4.228  0.331
H  -1.835  -5.362  2.357
H  0.140  -4.392  3.690
H  0.916  -2.228  3.154
H  -2.100  0.158  2.183
H  -3.260  2.210  2.717
H  -2.307  4.457  2.073
H  -0.015  4.444  1.115
H  1.245  2.418  0.729
H  1.164  0.630  3.529
H  3.355  0.459  4.829
H  5.105  -1.090  3.977
H  4.769  -2.176  1.786
H  3.009  -1.635  0.383
S  1.487  -3.885  -0.759
Sb  1.906  -2.987  -2.839
S  -0.277  -2.616  -3.931
S  2.279  -0.659  -2.628
S  3.604  -3.800  -4.117
C  -1.787  3.676  -2.571
C  -1.306  2.381  -3.238
S  -0.769  1.179  -2.108
C  -1.302  2.232  -4.586
C  -1.943  3.194  -5.548
S  -0.642  0.794  -5.469
H  -2.200  4.401  -3.303
H  -0.956  3.944  -1.918
H  -2.644  3.369  -1.896
H  -2.726  3.781  -5.114
H  -2.464  2.682  -6.346
H  -1.095  3.745  -6.209

Results
Net charge: -2
E_LUMO in eV: 4.36
Relative energy (zero: lowest compared OMol25 entry of this formula, charge and spin) in kcal per mole: 33.90
Frontier orbital gap in eV: 6.302
E_HOMO in eV: -1.94

Mulliken charges, unit e, in atom order: 0.43 -0.37 -0.05 -0.80 -0.26 -0.98 -0.22 0.80 1.14 0.07 -0.15 -0.55 -0.45 -0.55 -0.41 -0.28 0.01 -0.48 -0.43 -0.47 -0.61 -0.15 0.32 0.33 0.30 0.30 0.36 0.29 0.32 0.28 0.42 0.39 0.35 0.31 0.28 0.37 0.39 -0.62 0.79 -0.58 -0.49 -0.70 -1.15 -0.23 0.30 0.63 -1.45 -0.40 0.31 0.17 0.22 0.41 0.35 0.19

=====

DFT (ωB97M-V/def2-TZVPD) results for a molecular structure, C22H22IN2O3STeW.

Element x y z (Å)
W  -0.387  -0.405  -2.728
C  3.654  0.957  -1.226
C  2.969  -0.013  -0.312
N  3.575  -0.398  0.800
C  2.976  -1.301  1.587
C  1.754  -1.877  1.318
C  1.144  -2.886  2.255
O  -0.101  -2.389  2.758
C  1.078  -1.480  0.154
C  -0.224  -2.017  -0.171
N  -0.797  -1.730  -1.273
C  -2.090  -2.105  -1.708
C  -2.973  -2.997  -1.127
C  -4.181  -3.193  -1.774
C  -4.476  -2.503  -2.949
C  -3.563  -1.619  -3.515
C  -2.347  -1.398  -2.894
I  -0.289  1.773  -4.329
C  1.714  -0.529  -0.644
O  1.103  -0.080  -1.762
H  4.613  1.232  -0.796
H  3.053  1.854  -1.377
H  3.818  0.505  -2.206
H  3.523  -1.576  2.484
H  1.843  -3.100  3.062
H  0.959  -3.822  1.723
H  -0.115  -2.461  3.715
H  -0.729  -2.675  0.526
H  -2.733  -3.534  -0.214
H  -4.892  -3.902  -1.368
H  -5.428  -2.664  -3.441
H  -3.813  -1.110  -4.437
Te  0.218  -2.119  -4.512
C  2.470  2.714  3.495
C  1.500  2.594  2.352
C  0.455  1.670  2.387
C  -0.431  1.549  1.332
C  -0.274  2.375  0.227
C  0.765  3.295  0.159
C  1.648  3.396  1.221
S  -1.405  2.350  -1.129
C  -2.936  2.614  -0.252
O  -1.572  0.857  -1.535
H  2.097  2.218  4.390
H  2.672  3.758  3.729
H  3.423  2.252  3.218
H  0.327  1.035  3.257
H  -1.233  0.820  1.374
H  0.870  3.931  -0.714
H  2.463  4.109  1.174
H  -3.032  1.902  0.564
H  -3.734  2.481  -0.982
H  -2.931  3.641  0.116

Results
Net charge: +1
E_LUMO (alpha / beta) in eV: -3.83 / -5.20
Relative energy (zero: lowest compared OMol25 entry of this formula, charge and spin) in kcal per mole: 19.96
Multiplicity: 3
Frontier orbital gap (alpha / beta) in eV: 6.583 / 5.494
E_HOMO (alpha / beta) in eV: -10.41 / -10.69

Mulliken charges, unit e, in atom order: 0.98 -1.35 0.58 -0.60 -0.91 1.04 -1.20 -0.50 0.04 0.24 0.48 1.27 -0.74 -0.65 -0.54 -1.08 -0.45 -0.35 0.31 -0.45 0.39 0.25 0.38 0.36 0.49 0.33 0.32 0.60 0.45 0.42 0.42 0.46 -0.10 -1.57 0.80 -0.85 -0.48 0.91 -0.63 -0.64 0.22 -1.12 -0.44 0.38 0.41 0.32 0.36 0.34 0.46 0.45 0.32 0.45 0.45

=====

DFT (ωB97M-V/def2-TZVPD) results for 4 unconnected molecules or ions with the total composition C22H22N2O4.

Element x y z (Å)
N  -50.085  -17.823  -4.104
C  -49.942  -16.881  -3.111
C  -51.160  -16.697  -2.308
C  -52.374  -17.240  -2.591
C  -52.378  -18.114  -3.664
C  -51.249  -18.363  -4.424
H  -49.159  -16.393  -2.858
H  -51.043  -15.852  -1.816
H  -53.181  -16.905  -2.055
H  -53.265  -18.536  -4.103
H  -51.425  -19.035  -5.219
N  -61.910  -13.602  -9.465
C  -62.163  -13.702  -10.832
C  -61.180  -13.894  -11.824
C  -59.888  -14.278  -11.383
C  -59.673  -14.273  -9.979
C  -60.591  -13.832  -9.044
H  -63.255  -13.701  -10.978
H  -61.233  -13.991  -12.883
H  -59.227  -14.617  -11.934
H  -58.737  -14.429  -9.310
H  -60.712  -13.852  -8.049
C  -55.574  -12.669  -6.139
C  -54.696  -13.187  -4.980
C  -53.922  -14.329  -5.153
C  -54.107  -15.180  -6.252
C  -54.748  -14.648  -7.409
C  -55.453  -13.461  -7.389
O  -56.271  -13.126  -8.422
O  -53.167  -14.900  -4.152
H  -56.205  -11.798  -5.960
H  -54.537  -12.803  -3.931
H  -53.868  -16.115  -6.345
H  -54.644  -15.415  -8.399
H  -56.980  -12.596  -8.141
H  -52.787  -15.735  -4.430
C  -55.751  -15.242  0.048
C  -55.504  -14.575  1.328
C  -54.799  -13.359  1.314
C  -54.244  -12.902  0.088
C  -54.449  -13.681  -1.104
C  -55.202  -14.742  -1.172
O  -55.464  -15.465  -2.239
O  -54.564  -12.679  2.521
H  -56.249  -16.009  -0.023
H  -55.926  -15.061  2.152
H  -53.892  -11.983  0.089
H  -53.991  -13.291  -2.039
H  -55.069  -15.091  -3.038
H  -54.165  -11.976  2.303

Results
E_LUMO in eV: 0.32
Relative energy (zero: lowest compared OMol25 entry of this formula, charge and spin) in kcal per mole: 248.75
Frontier orbital gap in eV: 8.537
SMILES: Oc1ccc(O)cc1.Oc1ccc(O)cc1.c1ccncc1.c1ccncc1
E_HOMO in eV: -8.21

Mulliken charges, unit e, in atom order: -0.69 -0.42 -0.43 -0.38 -0.35 -0.05 0.56 0.54 0.47 0.39 0.39 -0.55 -0.21 -0.35 -0.63 -0.14 -0.23 0.37 0.35 0.65 0.22 0.53 -0.83 0.16 0.33 -0.53 -0.59 0.68 -0.50 -0.24 0.33 0.13 0.64 0.16 0.29 0.14 -0.88 -0.77 0.78 -1.10 0.29 0.48 -0.58 -0.47 0.78 0.43 0.49 0.06 0.09 0.22

=====

Result set for max |F|: 0.86 4.57 5.03 12.44 eV/Å, one per record in the order listed.